# 1
{"formula": "C22H25N3O3S", "method": "ωB97M-V with the def2-TZVPD basis set", "total_charge": 0, "smiles": "CCOCCCn1c(=S)[nH]c2cc(C(=O)NCCc3ccccc3)ccc2c1=O", "homo_lumo_gap_ev": 8.2, "e_tot_ha": -1641.58700, "e_above_lowest_kcal_mol": 3.2, "symbols": ["C", "C", "O", "C", "C", "C", "N", "C", "S", "N", "C", "C", "C", "C", "O", "N", "C", "C", "C", "C", "C", "C", "C", "C", "C", "C", "C", "C", "O", "H", "H", "H", "H", "H", "H", "H", "H", "H", "H", "H", "H", "H", "H", "H", "H", "H", "H", "H", "H", "H", "H", "H", "H", "H"], "xyz": [[1.860, 0.540, 3.310], [1.442, -0.427, 2.205], [0.706, -1.539, 2.660], [1.456, -2.492, 3.394], [0.599, -3.738, 3.611], [0.398, -4.547, 2.328], [-0.198, -3.723, 1.290], [-1.539, -3.474, 1.349], [-2.566, -4.251, 2.375], [-2.051, -2.554, 0.488], [-1.295, -1.809, -0.376], [-1.845, -0.790, -1.147], [-1.046, -0.050, -2.005], [-1.702, 1.108, -2.693], [-2.759, 1.555, -2.291], [-1.066, 1.606, -3.780], [-1.366, 2.933, -4.266], [-0.342, 3.953, -3.732], [-0.161, 3.743, -2.253], [0.942, 3.051, -1.769], [1.053, 2.746, -0.424], [0.059, 3.136, 0.457], [-1.034, 3.845, -0.013], [-1.143, 4.146, -1.358], [0.319, -0.337, -2.100], [0.868, -1.343, -1.335], [0.074, -2.085, -0.465], [0.677, -3.095, 0.410], [1.856, -3.379, 0.387], [2.607, 0.094, 3.962], [2.283, 1.437, 2.864], [0.993, 0.816, 3.906], [0.771, 0.080, 1.504], [2.330, -0.773, 1.653], [2.370, -2.749, 2.839], [1.743, -2.077, 4.370], [1.079, -4.376, 4.352], [-0.373, -3.426, 3.996], [1.357, -4.897, 1.943], [-0.261, -5.396, 2.520], [-3.043, -2.371, 0.574], [-2.893, -0.542, -1.072], [-0.172, 1.222, -4.043], [-2.365, 3.174, -3.896], [-1.374, 2.932, -5.359], [0.612, 3.819, -4.247], [-0.708, 4.959, -3.941], [1.726, 2.749, -2.451], [1.911, 2.196, -0.066], [0.137, 2.889, 1.505], [-1.809, 4.156, 0.671], [-2.006, 4.684, -1.720], [0.969, 0.240, -2.739], [1.922, -1.571, -1.380]]}

---

# 2
{"formula": "C22H25N3O4", "method": "ωB97M-V with the def2-TZVPD basis set", "total_charge": 0, "homo_lumo_gap_ev": 4.1, "e_tot_ha": -1318.35441, "e_above_lowest_kcal_mol": 184.0, "symbols": ["C", "C", "O", "C", "C", "N", "O", "O", "O", "H", "H", "H", "H", "H", "H", "C", "N", "C", "C", "C", "C", "C", "C", "C", "C", "C", "C", "C", "C", "C", "N", "C", "C", "C", "C", "H", "H", "H", "H", "H", "H", "H", "H", "H", "H", "H", "H", "H", "H", "H", "H", "H", "H", "H"], "xyz": [[-4.260, 0.586, 3.342], [-2.990, 1.391, 3.342], [-1.841, 0.521, 3.344], [-0.703, 1.273, 3.308], [0.473, 0.408, 3.299], [1.737, 0.923, 3.277], [2.730, 0.118, 3.333], [1.915, 2.161, 3.193], [-0.746, 2.493, 3.287], [-5.094, 1.290, 3.336], [-4.353, -0.038, 2.450], [-4.359, -0.030, 4.239], [-2.959, 2.025, 2.450], [-2.963, 2.034, 4.228], [0.382, -0.666, 3.358], [-5.156, 0.194, -2.137], [-3.903, -0.199, -2.748], [-4.058, -0.904, -4.004], [-2.658, 0.095, -2.182], [-2.021, -0.828, -1.315], [-0.787, -0.533, -0.767], [-0.124, 0.688, -1.054], [1.214, 0.947, -0.603], [2.192, -0.040, -0.521], [3.543, 0.108, 0.020], [4.174, 1.156, 0.665], [5.526, 1.003, 1.016], [6.224, -0.182, 0.724], [5.587, -1.252, 0.066], [4.247, -1.084, -0.258], [3.362, -1.950, -0.928], [3.672, -3.264, -1.457], [2.149, -1.354, -1.066], [-0.806, 1.633, -1.865], [-2.021, 1.335, -2.446], [-4.963, 0.723, -1.196], [-5.724, 0.851, -2.815], [-5.777, -0.693, -1.935], [-3.075, -1.164, -4.413], [-4.647, -1.823, -3.857], [-4.600, -0.276, -4.730], [-2.519, -1.779, -1.110], [-0.299, -1.259, -0.116], [1.544, 1.976, -0.446], [3.600, 2.051, 0.899], [6.032, 1.819, 1.530], [7.269, -0.273, 1.017], [6.090, -2.182, -0.189], [4.710, -3.506, -1.225], [3.010, -4.024, -1.023], [3.525, -3.292, -2.546], [1.336, -1.840, -1.601], [-0.320, 2.590, -2.055], [-2.513, 2.043, -3.116]]}

---

# 3
{"formula": "C22H25N3O5S", "method": "ωB97M-V with the def2-TZVPD basis set", "total_charge": 0, "smiles": "CCCCOc1ccc(C(=O)Nc2ccc(S(=O)(=O)Nc3onc(C)c3C)cc2)cc1", "homo_lumo_gap_ev": 9.1, "e_tot_ha": -1791.96819, "e_above_lowest_kcal_mol": 85.1, "symbols": ["C", "C", "C", "C", "O", "C", "C", "C", "C", "C", "O", "N", "C", "C", "C", "C", "S", "O", "O", "N", "C", "O", "N", "C", "C", "C", "C", "C", "C", "C", "C", "H", "H", "H", "H", "H", "H", "H", "H", "H", "H", "H", "H", "H", "H", "H", "H", "H", "H", "H", "H", "H", "H", "H", "H", "H"], "xyz": [[3.619, -5.582, 4.595], [3.002, -6.973, 4.521], [2.192, -7.200, 3.244], [3.052, -7.239, 1.976], [3.525, -5.970, 1.565], [2.686, -5.090, 0.977], [3.241, -3.839, 0.684], [2.494, -2.856, 0.078], [1.161, -3.091, -0.264], [0.289, -2.104, -0.948], [-0.643, -2.438, -1.647], [0.628, -0.792, -0.699], [0.054, 0.366, -1.202], [0.597, 1.590, -0.795], [0.070, 2.777, -1.261], [-1.000, 2.741, -2.135], [-1.795, 4.266, -2.590], [-0.886, 5.359, -2.441], [-2.533, 4.133, -3.805], [-2.982, 4.406, -1.361], [-2.566, 4.114, -0.081], [-2.990, 2.959, 0.483], [-2.439, 2.853, 1.724], [-1.688, 3.905, 1.911], [-0.930, 4.116, 3.168], [-1.723, 4.768, 0.777], [-1.032, 6.073, 0.611], [-1.550, 1.543, -2.548], [-1.021, 0.351, -2.094], [0.621, -4.346, 0.004], [1.359, -5.334, 0.624], [4.320, -5.428, 3.779], [2.846, -4.818, 4.532], [4.150, -5.455, 5.535], [3.791, -7.726, 4.585], [2.339, -7.116, 5.378], [1.443, -6.411, 3.150], [1.670, -8.156, 3.320], [2.502, -7.719, 1.157], [3.960, -7.818, 2.163], [4.276, -3.670, 0.941], [2.975, -1.918, -0.163], [1.379, -0.641, -0.041], [1.430, 1.604, -0.107], [0.477, 3.732, -0.970], [-3.802, 3.881, -1.631], [0.135, 4.194, 2.955], [-1.105, 3.283, 3.842], [-1.249, 5.041, 3.644], [-0.038, 6.030, 1.053], [-0.949, 6.316, -0.444], [-1.592, 6.862, 1.113], [-2.382, 1.560, -3.234], [-1.434, -0.592, -2.409], [-0.403, -4.534, -0.283], [0.896, -6.287, 0.818]]}

---

# 4
{"formula": "C22H25N3O5S", "method": "ωB97M-V with the def2-TZVPD basis set", "total_charge": 0, "smiles": "O=C(Nc1ccc(S(=O)(=O)NC[C@@H]2CCCO2)cc1)[C@H]1CC(=O)N(c2ccccc2)C1", "homo_lumo_gap_ev": 8.8, "e_tot_ha": -1792.02669, "e_above_lowest_kcal_mol": 48.4, "symbols": ["O", "C", "N", "C", "C", "C", "C", "S", "O", "O", "N", "C", "C", "C", "C", "C", "O", "C", "C", "C", "C", "C", "O", "N", "C", "C", "C", "C", "C", "C", "C", "H", "H", "H", "H", "H", "H", "H", "H", "H", "H", "H", "H", "H", "H", "H", "H", "H", "H", "H", "H", "H", "H", "H", "H", "H"], "xyz": [[-2.545, 4.264, -0.970], [-2.258, 3.091, -0.894], [-2.570, 2.240, -1.913], [-2.241, 0.881, -2.060], [-1.504, 0.479, -3.175], [-1.108, -0.839, -3.302], [-1.458, -1.751, -2.326], [-0.795, -3.410, -2.428], [-1.334, -4.177, -1.338], [-0.932, -3.909, -3.761], [0.818, -3.029, -2.204], [1.213, -2.832, -0.826], [1.569, -4.167, -0.145], [2.173, -3.968, 1.247], [3.666, -3.866, 0.937], [3.805, -4.821, -0.248], [2.555, -4.834, -0.923], [-2.243, -1.382, -1.251], [-2.648, -0.065, -1.121], [-1.500, 2.498, 0.286], [-0.140, 1.910, -0.093], [0.720, 2.140, 1.146], [1.761, 1.570, 1.375], [0.110, 3.089, 1.905], [0.601, 3.640, 3.099], [0.147, 4.886, 3.528], [0.615, 5.429, 4.711], [1.538, 4.745, 5.481], [1.994, 3.509, 5.056], [1.531, 2.954, 3.878], [-1.123, 3.573, 1.311], [-2.903, 2.713, -2.745], [-1.228, 1.209, -3.921], [-0.521, -1.176, -4.141], [1.422, -3.700, -2.662], [2.075, -2.158, -0.812], [0.378, -2.360, -0.307], [0.668, -4.791, -0.139], [1.974, -4.841, 1.868], [1.780, -3.082, 1.739], [3.925, -2.848, 0.644], [4.294, -4.160, 1.774], [4.026, -5.840, 0.094], [4.580, -4.515, -0.956], [-2.527, -2.135, -0.534], [-3.281, 0.229, -0.300], [-2.113, 1.733, 0.766], [0.315, 2.457, -0.922], [-0.160, 0.853, -0.352], [-0.563, 5.445, 2.939], [0.254, 6.396, 5.028], [1.901, 5.173, 6.403], [2.715, 2.965, 5.648], [1.894, 1.994, 3.553], [-0.973, 4.532, 0.799], [-1.890, 3.703, 2.077]]}